Computed, not measured: C15H25Cl3OSiTc as an isolated structure at a distorted geometry, with the ωB97M-V functional and the def2-TZVPD basis.

CARTESIAN COORDINATES (ANGSTROEM)
C: 0.4177 2.5230 -1.4013
C: 1.5437 1.7178 -1.2389
C: 1.5866 1.2053 0.1290
C: 2.6255 1.5353 -2.2322
C: 0.3855 1.6831 0.8011
C: -0.3324 2.5798 -0.1582
C: -1.3988 3.3690 0.1471
C: 0.0831 3.3056 -2.6101
C: 2.8558 0.8718 0.8171
C: 0.3170 1.9566 2.2570
Tc: 0.0346 -0.3539 0.1239
Cl: 1.9022 -1.8233 -1.1241
Cl: -0.9168 -0.2944 -2.0578
Cl: 0.7225 -1.2401 2.2181
H: 2.2335 1.6439 -3.2521
H: 3.0547 0.5319 -2.1311
H: 3.4235 2.2828 -2.0962
H: 3.3811 0.1021 0.2492
H: 2.6721 0.4787 1.8158
H: 3.4771 1.7737 0.8800
H: 0.6752 1.0946 2.8276
H: -0.7196 2.1570 2.5445
H: 0.9299 2.8359 2.5021
H: -1.8381 3.3060 1.1397
H: -2.4378 -0.5078 1.1757
H: -1.8233 4.0164 -0.6082
H: 0.1900 2.6985 -3.5185
H: 0.7417 4.1801 -2.7167
H: -0.9460 3.6661 -2.5355
O: -1.9144 0.0884 0.5890
H: -2.3376 0.1368 -0.3033
C: -1.6407 -6.0147 -0.7234
Si: -1.8231 -4.8832 0.7634
C: -3.6288 -4.8554 1.3007
C: -0.7658 -5.5656 2.1659
C: -1.1657 -3.2447 0.2953
C: -0.5794 -2.1556 0.1100
H: -1.9354 -7.0489 -0.5075
H: -0.5934 -6.0155 -1.0475
H: -2.2508 -5.6547 -1.5615
H: -3.9628 -5.8501 1.6252
H: -3.7982 -4.1656 2.1371
H: -4.2869 -4.5438 0.4791
H: 0.2484 -5.7813 1.8048
H: -0.6788 -4.8268 2.9758
H: -1.1810 -6.4913 2.5870

Properties
Largest force on an atom in Eh/bohr: 0.11611
ΔE to the lowest compared entry with this formula, charge and spin in kcal per mole: 0.0
2S+1: 4
<S²>: 3.84
Net charge: -2

These are the Mulliken partial charges, in e, on atoms 1 to 8:
1 C 0.496
2 C 0.984
3 C 0.964
4 C -1.960
5 C 1.770
6 C 1.077
7 C -1.709
8 C -1.956